Below is a 5-piece molecular cluster, C47H73Cl2N5O7S overall in a non-equilibrium geometry, with properties calculated with ωB97M-V/def2-TZVPD.

Computed properties:
**Electronic energy**: -3953.6323 Ha
**HOMO level**: -8.12 eV
**2S+1**: 1
**Net charge**: 0
**SMILES**: CCON1c2ccc(CCOCCOc3ccc(C(C)(C)CC(C)(C)C)cc3)cc2Sc2c([C@H](Cl)[C@H](C)Cl)cccc21.CN(C)C=O.CN(C)C=O.CN(C)C=O.CN(C)C=O
**Gap between HOMO and LUMO**: 8.70 eV

```
135
Properties=species:S:1:pos:R:3:mulliken_charge:R:1
C 5.2653 0.3366 3.5713 -0.957
C 0.3952 0.9791 -3.6695 -0.998
H 4.0490 -9.7517 -6.2243 0.271
H -8.9586 -1.1707 1.9125 0.349
H 2.5757 2.4453 -3.1420 0.343
H 10.2924 -4.6113 3.6600 0.325
H -2.4916 2.8543 -1.6434 0.303
H 5.8360 -0.3697 4.1863 0.251
H 9.0029 3.6391 0.7852 0.293
O -8.6363 3.7784 5.2228 -0.578
H 9.7183 -4.4151 5.3281 0.314
H -8.5614 -0.3174 -1.5142 0.327
O 6.2551 -3.4973 4.1527 -0.550
H 6.6736 -1.3721 0.9193 0.456
C -9.3161 0.4491 0.4183 2.710
C 3.5370 1.3542 -1.5774 0.371
H -7.6230 4.9691 6.5156 0.288
H 4.2400 -11.6027 -5.1052 0.300
N 4.7839 -9.7407 -4.3123 0.131
H -8.7352 3.0720 3.0769 0.767
C -4.7225 4.3238 -0.0022 -0.793
H -6.4568 0.3491 1.5873 0.325
C -9.0244 1.9242 0.8104 -2.273
H -7.0364 3.4318 3.1712 0.337
C -0.9036 1.3720 -2.9134 -0.499
C 8.4135 -2.8772 2.5707 -0.805
N 3.4155 -4.4150 -3.7812 0.218
O -1.4945 2.5603 -3.4257 -0.331
H 10.4332 -3.0334 4.4733 0.328
H 3.0740 -2.5653 -4.6797 0.362
C 6.1860 1.4997 -0.8005 0.643
H -9.1448 2.5302 -0.1031 0.434
C 4.6466 -11.1771 -4.1893 -0.929
H -8.0550 4.3709 1.9899 0.312
H -9.4989 7.7022 6.5006 0.344
C -2.7172 2.7564 -2.7221 -0.230
C 5.3136 -8.9800 -3.1888 -0.824
C 6.8688 -0.4717 0.3402 0.047
C 2.7459 -3.1298 -3.8038 -0.532
H 4.8963 -1.3008 2.2317 0.291
H -11.2312 4.5006 5.7703 0.295
N -9.5291 5.6422 6.1725 0.114
H -11.4865 6.2624 5.7680 0.374
H 4.1861 -5.5507 -5.3628 0.330
H 2.9777 -2.5591 -2.9074 -0.161
H 8.0472 5.0912 1.1458 0.427
H -7.5304 2.0794 -1.4269 0.342
C -10.8009 5.4641 5.4932 -0.904
C 8.0364 4.1302 0.6077 -1.278
C -6.6453 2.8790 0.3793 -0.021
C -7.6252 2.2529 1.4159 3.149
H 3.9746 -11.4099 -3.3602 0.331
O -3.9533 4.8407 -2.1828 -0.527
H 7.5428 -4.3076 5.4954 0.287
H 6.2162 -8.4527 -3.4980 0.269
C 8.2309 -0.1339 0.0912 -1.159
H 0.1543 0.1194 -4.3085 0.352
C -6.9472 1.1092 2.2082 -1.722
H -8.3564 6.7728 7.4912 0.287
C -9.3556 6.7752 7.0598 -0.932
H 5.5457 -9.6497 -2.3629 0.372
H 2.7943 -6.2617 -4.5449 0.234
H -10.6428 5.4731 4.4137 0.260
H 5.6251 -11.6219 -3.9946 0.325
H -6.1442 1.5631 2.8127 0.492
H 8.6083 5.0852 -1.1995 0.448
H -10.6965 -0.9428 1.4472 0.406
C -6.7503 2.7020 -0.9970 -0.017
H -9.8240 2.2551 1.4913 0.450
C 7.7866 4.4397 -0.8696 0.105
H 4.5821 -8.2409 -2.8671 0.235
O 4.1086 0.5095 1.4626 -0.299
H 9.0612 -0.7440 0.4411 0.282
H -5.4578 3.8914 1.9114 0.294
H -10.4063 1.0378 -1.4248 0.455
H 4.6298 0.9550 4.2231 0.359
C 2.5301 1.5550 -2.5097 -0.970
C -3.4021 4.0436 -3.2249 -0.704
H -7.2252 0.2043 -0.3705 0.479
H 7.9438 -1.8973 2.6686 0.162
H 1.6655 -3.2873 -3.8567 0.359
C -5.6133 3.6971 0.8523 -0.316
H 9.5630 1.2668 -0.7689 0.351
C -7.8827 3.4037 2.4759 -2.411
H 9.4100 -2.7569 2.1503 0.398
H -8.1312 -1.2706 -0.1123 0.377
H 3.4273 -0.7512 3.0132 0.372
C -9.7335 -0.4469 1.6354 -1.645
C 7.3706 -3.7959 4.5336 0.054
C 8.5137 1.0241 -0.6081 -0.532
H 7.1605 3.3219 -2.6515 0.551
C 4.2035 -4.7815 -2.7531 0.068
H 4.2698 -4.0093 -1.9663 0.249
C 2.4895 -0.6721 -0.9150 -0.562
C 1.4683 -0.4646 -1.8215 -0.436
H 5.9143 1.0133 2.9983 0.149
H -2.6034 4.6478 -3.6832 0.404
H -9.9219 0.2111 2.5012 0.298
S 4.8482 2.5451 -1.3713 -0.299
H 7.8059 -3.4865 1.8986 0.302
C 3.2263 -5.3286 -4.9032 -0.913
C 1.4800 0.6587 -2.6480 0.594
C 3.5393 0.2258 -0.7680 -0.467
C 7.8350 3.1678 -1.8000 -0.012
H 7.2346 3.5394 1.0739 0.273
H -5.9105 3.1956 -2.9290 0.296
C -8.5464 4.7447 5.9552 0.093
H 2.4301 -1.5598 -0.2827 0.504
C -10.5995 0.5046 -0.4837 -2.027
C -5.8506 3.3343 -1.8457 -0.879
C 5.8442 0.3337 -0.1008 -0.485
H -1.6241 0.5361 -2.9926 0.295
H -3.9538 4.9709 0.4241 0.416
N 4.5114 -0.0853 0.2332 0.572
H -3.3913 1.8947 -2.8744 0.314
C -8.2220 -0.2308 -0.4741 -1.935
H -10.0909 6.7238 7.8656 0.341
H -4.1143 3.8454 -4.0427 0.244
N 8.5087 -3.5470 3.8533 0.172
H 2.5634 -4.8761 -5.6385 0.374
C 4.4370 -9.0841 -5.4350 0.068
H -7.6380 0.6478 2.9264 0.313
O 4.5288 -7.8817 -5.5967 -0.546
C 7.4994 1.8657 -1.0601 0.119
Cl 6.2855 5.4079 -1.0650 -0.171
H -11.3735 1.0305 0.1044 0.465
H 0.6532 -1.1892 -1.8731 0.446
H -0.6989 1.5286 -1.8377 0.425
C 4.3588 -0.3968 2.5430 -0.255
H 0.7481 1.8364 -4.2546 0.397
C 9.8127 -3.9249 4.3610 -0.945
Cl 9.5301 3.1270 -2.4485 -0.219
H -10.9987 -0.5016 -0.6798 0.469
O 4.7950 -5.8414 -2.6624 -0.572
C -4.8465 4.1593 -1.3790 0.143
```